17
Properties=species:S:1:pos:R:3 method="wB97M-V/def2-TZVPD" smiles="C=NC(=C)CCC=O" energy_ev=-9903.4271 homo_ha=-0.331 multiplicity=1
C -2.417 -0.069 1.329
N -1.293 0.104 0.810
C -1.009 0.308 -0.538
C -1.562 -0.448 -1.491
C 0.254 1.125 -0.708
C 1.537 0.323 -0.662
C 1.904 -0.250 0.682
O 2.704 -1.135 0.832
H -3.312 0.247 0.779
H -2.469 -0.480 2.333
H -1.167 -0.351 -2.492
H -2.278 -1.189 -1.171
H 0.146 1.674 -1.654
H 0.287 1.982 -0.028
H 1.648 -0.475 -1.409
H 2.335 0.948 -1.084
H 1.449 0.303 1.524